No. 1
Formula: CH3BrFOP
Source: the OMol25 dataset
Level of theory: the ωB97M-V functional and the def2-TZVPD basis

Total charge: 0
HOMO (spin up / spin down): -10.5 / -10.5 eV

Each line ends with the Mulliken charge.
Positions of all 8 atoms, in Å:
C  0.111  -0.064  -0.173  -0.749
O  2.962  -0.169  -0.865  -0.428
F  0.437  1.213  -3.266  -0.620
P  1.555  -0.366  -1.255  0.873
Br  1.413  -2.332  -2.171  -0.056
H  -0.083  1.071  -0.275  0.296
H  -0.547  -0.865  -0.341  0.354
H  0.411  -0.129  1.034  0.330

=====

No. 2
Formula: C20H20N2O3
Source: the OMol25 dataset
Level of theory: the ωB97M-V functional and the def2-TZVPD basis

Total charge: 0
HOMO: -8.2 eV
SMILES: C=CCOc1ccc(/C=C/C(=O)Nc2ccc(C(=O)NC)cc2)cc1

Each line ends with the Mulliken charge.
Positions of all 45 atoms, in Å:
C  9.501  1.396  0.100  -0.739
C  9.264  0.103  -0.008  -0.458
C  7.901  -0.519  -0.067  -0.288
O  6.905  0.477  0.007  -0.283
C  5.603  0.109  -0.026  0.800
C  4.675  1.154  0.054  -0.504
C  3.325  0.899  0.031  -0.770
C  2.840  -0.411  -0.073  0.896
C  1.433  -0.736  -0.101  -0.216
C  0.392  0.107  -0.051  -0.775
C  -0.982  -0.419  -0.096  0.631
O  -1.242  -1.604  -0.169  -0.705
N  -1.934  0.572  -0.042  -0.036
C  -3.321  0.463  -0.070  0.928
C  -3.983  -0.755  -0.209  -0.607
C  -5.363  -0.795  -0.223  -0.877
C  -6.115  0.371  -0.103  0.494
C  -7.605  0.397  -0.128  0.600
O  -8.233  1.356  -0.537  -0.664
N  -8.207  -0.719  0.352  -0.212
C  -9.639  -0.859  0.408  -0.896
C  -5.447  1.588  0.008  -0.884
C  -4.071  1.637  0.032  -0.576
C  3.776  -1.443  -0.152  -0.937
C  5.134  -1.198  -0.130  -0.405
H  10.503  1.785  0.138  0.290
H  8.696  2.108  0.153  0.227
H  10.069  -0.617  -0.061  0.335
H  7.794  -1.229  0.768  0.367
H  7.806  -1.085  -1.007  0.367
H  5.050  2.162  0.135  0.417
H  2.636  1.726  0.095  0.314
H  1.191  -1.791  -0.173  0.412
H  0.518  1.178  0.019  0.186
H  -1.594  1.522  0.030  0.139
H  -3.409  -1.660  -0.308  0.517
H  -5.848  -1.750  -0.362  0.350
H  -7.647  -1.458  0.743  0.205
H  -10.069  0.040  -0.031  0.331
H  -9.965  -1.732  -0.162  0.281
H  -9.983  -0.957  1.440  0.296
H  -6.033  2.492  0.076  0.424
H  -3.566  2.588  0.127  0.326
H  3.428  -2.463  -0.233  0.324
H  5.817  -2.031  -0.195  0.378

=====

No. 3
Formula: CH2BrFO
Source: the OMol25 dataset
Level of theory: the ωB97M-V functional and the def2-TZVPD basis

Total charge: 0
HOMO: -9.8 eV

Each line ends with the Mulliken charge.
Positions of all 6 atoms, in Å:
C  1.574  -0.967  0.559  0.026
O  -1.248  0.902  -0.170  -0.625
F  0.908  -1.609  -0.373  -0.050
Br  1.898  0.751  -0.005  0.016
H  -1.582  0.743  0.719  0.318
H  -1.550  0.180  -0.729  0.314

=====

No. 4
Formula: C24H66AgN8O12
Source: the OMol25 dataset
Level of theory: the ωB97M-V functional and the def2-TZVPD basis

Total charge: 0
Multiplicity: 2
HOMO (spin up / spin down): -8.5 / -8.4 eV

Each line ends with the Löwdin spin population.
Positions of all 111 atoms, in Å:
Ag  -1.249  2.374  -1.036  0.001
N  1.852  2.658  -2.903  -0.026
O  2.060  2.501  -4.095  0.173
O  2.788  2.881  -2.129  0.511
O  0.705  2.578  -2.449  0.160
N  0.779  -0.225  0.148  0.000
O  0.271  -1.029  0.950  0.000
O  1.951  -0.365  -0.271  0.000
O  0.177  0.851  -0.131  -0.001
C  -3.785  3.021  2.618  0.000
C  -2.966  2.354  1.498  0.000
C  -3.605  1.129  0.854  0.000
O  -2.716  0.600  -0.119  0.000
C  -3.030  -0.703  -0.529  0.000
N  -2.701  3.430  0.473  0.000
H  -4.127  2.277  3.343  0.000
H  -4.632  3.527  2.156  0.000
H  -3.152  3.689  3.199  0.000
H  -2.004  2.008  1.877  0.000
H  -4.656  1.222  0.544  0.000
H  -3.606  0.298  1.576  0.000
H  -3.253  -1.373  0.309  0.000
H  -2.161  -1.188  -0.967  0.000
H  -3.873  -0.696  -1.227  0.000
H  -2.315  4.244  0.942  0.000
H  -3.633  3.744  0.208  0.000
C  -4.317  3.643  -4.146  0.000
C  -3.521  2.866  -3.126  0.000
C  -2.987  1.513  -3.655  0.000
O  -1.995  1.041  -2.754  0.000
C  -1.347  -0.100  -3.322  0.000
N  -2.363  3.682  -2.703  0.000
H  -3.738  4.055  -4.975  0.000
H  -4.823  4.501  -3.695  0.000
H  -5.148  3.104  -4.616  0.000
H  -4.142  2.655  -2.252  0.000
H  -2.502  1.736  -4.610  0.000
H  -3.834  0.825  -3.710  0.000
H  -1.066  0.156  -4.350  0.000
H  -2.007  -0.967  -3.396  0.000
H  -0.434  -0.290  -2.766  0.000
H  -2.747  4.516  -2.264  0.000
H  -1.904  4.048  -3.534  0.000
C  -1.748  -3.504  2.390  0.000
C  -0.912  -3.064  3.595  0.000
C  -0.953  -4.241  4.608  0.000
O  -2.213  -4.539  5.176  0.000
C  -2.727  -3.489  5.962  0.000
N  0.463  -2.731  3.286  0.000
H  -1.511  -2.884  1.521  0.000
H  -2.823  -3.546  2.579  0.000
H  -1.517  -4.504  2.006  0.000
H  -1.412  -2.235  4.101  0.000
H  -0.199  -4.053  5.385  0.000
H  -0.603  -5.130  4.080  0.000
H  -2.113  -3.210  6.826  0.000
H  -3.691  -3.894  6.275  0.000
H  -2.925  -2.542  5.447  0.000
H  1.032  -3.544  3.090  0.000
H  0.451  -2.113  2.477  0.000
C  5.498  0.040  0.874  0.010
C  5.344  1.316  0.008  0.010
C  5.665  1.041  -1.454  0.000
O  5.405  2.166  -2.232  0.022
C  5.717  1.953  -3.594  0.000
N  3.937  1.755  0.123  0.132
H  6.521  -0.351  0.807  0.002
H  4.923  -0.784  0.443  0.000
H  5.199  0.199  1.905  0.000
H  6.010  2.082  0.411  0.000
H  5.083  0.174  -1.807  0.000
H  6.708  0.688  -1.497  0.001
H  6.697  1.478  -3.726  0.001
H  5.832  2.885  -4.144  0.000
H  4.964  1.277  -4.007  0.000
H  3.809  1.779  1.137  0.003
H  3.352  0.939  -0.092  0.000
C  0.512  2.713  3.158  0.000
C  0.812  1.445  3.939  0.000
C  -0.400  0.515  3.995  0.000
O  -1.419  1.221  4.712  0.000
C  -2.600  0.474  4.855  0.000
N  1.978  0.752  3.341  0.000
H  1.253  3.506  3.281  0.000
H  -0.354  3.230  3.586  0.000
H  0.325  2.535  2.097  0.000
H  1.110  1.701  4.958  0.000
H  -0.162  -0.451  4.445  0.000
H  -0.724  0.371  2.956  0.000
H  -2.437  -0.438  5.441  0.000
H  -3.030  0.132  3.902  0.000
H  -3.328  1.140  5.317  0.000
H  1.627  0.222  2.545  0.000
H  2.280  0.072  4.033  0.000
C  1.881  -1.416  -4.069  0.000
C  2.089  -2.733  -3.292  0.000
C  2.676  -3.848  -4.174  0.000
O  1.654  -4.407  -4.980  0.000
C  0.833  -5.354  -4.343  0.000
N  2.901  -2.475  -2.086  0.000
H  2.851  -1.134  -4.488  0.000
H  1.488  -0.616  -3.445  0.000
H  1.186  -1.637  -4.884  0.000
H  1.086  -3.002  -2.949  0.000
H  3.108  -4.598  -3.507  0.000
H  3.454  -3.454  -4.826  0.000
H  1.279  -5.855  -3.478  0.000
H  0.623  -6.136  -5.075  0.000
H  -0.120  -4.930  -4.015  0.000
H  3.694  -1.907  -2.380  0.000
H  2.368  -1.843  -1.489  0.000

=====

What are the relative energy (zero: lowest compared OMol25 entry of this formula, charge and spin) values for these records? In order: 5.019; 2.371; 2.931; 0.720 eV.